(1)
This record from OMol25 describes an isolated molecule of C2H3ClN2O at a distorted geometry. The level of theory is wB97M-V/def2-TZVPD.

Output
total energy: -722.8425 Eh
multiplicity: 1
net charge: 0
orbital gap: 9.083 eV
relative energy (zero: lowest compared OMol25 entry of this formula, charge and spin): 291.7 kJ/mol
HOMO: -9.54 eV
structure (SMILES): [H]/N=C(\Cl)CN=O

Last column: Löwdin charge in e.
Cartesian coordinates (Å):
H 2.026 -0.405 1.459  0.072
N 1.267 0.149 1.062  0.133
C 0.628 -0.411 0.149  -0.755
Cl 0.861 -2.141 -0.427  0.559
C -0.387 0.300 -0.609  -0.244
N -1.193 1.061 0.335  -0.035
O -2.403 0.882 0.358  0.020
H -1.040 -0.417 -1.189  0.123
H 0.242 0.983 -1.138  0.126

=====

(2)
This record from OMol25 describes an isolated molecule of C4H8NPS at a distorted geometry. The level of theory is wB97M-V/def2-TZVPD.

Output
total energy: -951.4299 Eh
multiplicity: 1
net charge: 0
orbital gap: 9.539 eV
relative energy (zero: lowest compared OMol25 entry of this formula, charge and spin): 159.2 kJ/mol
HOMO: -8.72 eV
structure (SMILES): CPC1=NCCS1

Last column: Löwdin charge in e.
Cartesian coordinates (Å):
C 2.587 0.142 0.434  -0.477
P 2.025 -1.334 -0.511  0.805
C -0.109 -0.773 -0.373  -0.789
N -0.355 0.438 -0.601  -0.070
C -1.718 0.695 -0.546  -0.298
C -2.525 -0.599 -0.232  -0.418
S -1.299 -1.918 0.030  0.871
H 3.710 0.107 0.373  0.014
H 2.266 0.216 1.589  0.073
H 2.000 1.047 -0.045  0.043
H 1.986 -2.297 0.601  -0.094
H -2.127 0.933 -1.538  0.112
H -1.825 1.548 0.138  0.118
H -3.130 -0.493 0.602  0.034
H -3.184 -0.939 -1.056  0.075

=====

(3)
This record from OMol25 describes a 2-piece molecular cluster, C3H9NO overall at a distorted geometry. The level of theory is wB97M-V/def2-TZVPD.

Output
total energy: -249.6282 Eh
multiplicity: 1
net charge: 0
orbital gap: 10.991 eV
relative energy (zero: lowest compared OMol25 entry of this formula, charge and spin): 224.4 kJ/mol
HOMO: -9.93 eV
structure (SMILES): C=N.CCO

Last column: Löwdin charge in e.
Cartesian coordinates (Å):
C 2.101 -2.568 1.239  -0.155
N 2.126 -1.447 0.659  0.007
H 1.425 -3.444 1.228  0.064
H 2.973 -2.838 1.874  0.059
H 2.736 -0.803 1.162  0.043
C -0.802 1.839 -1.601  -0.088
C -1.925 1.358 -0.606  -0.277
O -1.319 0.593 0.461  -0.110
H -0.484 1.135 -2.357  0.057
H -1.181 2.733 -2.097  0.062
H 0.113 2.095 -1.055  0.072
H -2.699 0.802 -1.114  0.098
H -2.257 2.261 -0.088  0.106
H -0.838 -0.093 -0.016  0.063

=====

(4)
This record from OMol25 describes an isolated molecule of C16H20N2O2. The level of theory is wB97M-V/def2-TZVPD.

Output
total energy: -881.7111 Eh
multiplicity: 1
net charge: 0
orbital gap: 8.919 eV
relative energy (zero: lowest compared OMol25 entry of this formula, charge and spin): 157.6 kJ/mol
HOMO: -8.25 eV
structure (SMILES): CC(=O)N/C(=C/c1ccccc1)C(=O)N1CCCCC1

Last column: Löwdin charge in e.
Cartesian coordinates (Å):
C -4.894 -0.591 0.120  0.001
C -3.491 -1.049 -0.219  -0.512
O -3.250 -1.994 -0.937  0.071
N -2.537 -0.262 0.355  0.131
C -1.149 -0.419 0.342  -0.141
C -0.512 -1.524 -0.074  0.015
C 0.926 -1.750 0.009  -0.232
C 1.560 -2.491 -0.990  -0.037
C 2.922 -2.716 -0.945  -0.086
C 3.675 -2.222 0.107  -0.093
C 3.052 -1.512 1.121  -0.077
C 1.691 -1.280 1.077  -0.034
C -0.492 0.780 0.969  -0.427
O -0.891 1.176 2.058  0.060
N 0.488 1.399 0.286  -0.048
C 0.825 1.197 -1.101  -0.141
C 0.371 2.407 -1.940  -0.155
C 0.395 3.688 -1.100  -0.193
C 1.521 3.604 -0.074  -0.175
C 1.195 2.496 0.928  -0.133
H -5.052 -0.644 1.195  0.085
H -5.611 -1.235 -0.380  0.083
H -5.045 0.436 -0.206  0.083
H -2.841 0.500 0.950  0.143
H -1.096 -2.317 -0.516  0.111
H 0.973 -2.878 -1.810  0.116
H 3.399 -3.284 -1.731  0.101
H 4.740 -2.400 0.144  0.099
H 3.631 -1.146 1.957  0.103
H 1.209 -0.755 1.889  0.117
H 1.910 1.068 -1.171  0.134
H 0.354 0.290 -1.474  0.114
H 1.038 2.505 -2.798  0.111
H -0.637 2.237 -2.321  0.109
H 0.524 4.558 -1.744  0.108
H -0.552 3.803 -0.569  0.115
H 1.632 4.549 0.457  0.112
H 2.462 3.395 -0.586  0.112
H 2.112 2.108 1.389  0.129
H 0.546 2.870 1.723  0.122

=====

(5)
This record from OMol25 describes C6H8Cl8F24NO4P3S2V2 as an isolated structure at a distorted geometry. The level of theory is wB97M-V/def2-TZVPD.

Output
total energy: -10376.4697 Eh
multiplicity: 7
net charge: 0
orbital gap (spin up / spin down): 7.894 / 8.138 eV
HOMO (spin up / spin down): -10.72 / -10.72 eV

Last column: Mulliken spin population.
Cartesian coordinates (Å):
V 1.717 -1.185 -3.126  3.046
V -0.292 -3.217 0.905  3.028
P 0.146 -4.485 -2.462  -0.002
F 0.992 -3.052 -2.320  0.005
F -0.790 -3.887 -1.182  0.002
F -0.771 -3.691 -3.501  0.000
F -0.747 -5.789 -2.592  0.000
F 1.162 -4.991 -3.571  0.000
F 1.026 -5.192 -1.340  0.001
P 2.973 -2.602 0.646  0.013
F 4.090 -1.511 0.712  0.000
F 2.101 -1.877 1.799  0.003
F 2.099 -1.767 -0.468  -0.022
F 1.737 -3.801 0.708  0.005
F 3.597 -3.394 -0.596  0.002
F 3.791 -3.534 1.646  0.000
P 4.288 1.083 -2.210  0.004
F 3.700 2.238 -1.306  0.000
F 3.904 1.849 -3.557  0.001
F 5.740 1.732 -2.172  0.000
F 4.847 -0.119 -3.169  0.001
F 4.582 0.201 -0.929  -0.001
F 2.738 0.354 -2.263  0.024
C -2.409 -0.512 -1.388  -0.008
F -2.495 -1.831 -1.558  0.002
F -2.538 0.047 -2.570  -0.004
F -3.320 -0.137 -0.515  0.000
S -0.688 -0.108 -0.813  0.027
O 0.184 -0.538 -1.877  -0.074
O -0.697 1.274 -0.530  0.001
N -0.447 -1.172 0.484  -0.060
S -0.626 -0.256 1.817  -0.013
O -1.801 0.557 1.856  -0.003
O -0.430 -1.146 2.932  0.011
C 0.868 0.925 1.913  0.005
F 1.715 0.730 0.915  0.005
F 0.409 2.178 1.849  0.000
F 1.427 0.728 3.071  0.001
C -5.822 0.268 -3.492  0.000
Cl -4.774 1.270 -4.490  0.000
Cl -5.785 -1.427 -4.002  0.000
H -5.408 0.246 -2.487  0.000
H -6.820 0.678 -3.397  0.000
C -3.979 1.838 4.312  0.000
Cl -4.088 0.280 5.145  0.000
Cl -5.530 2.239 3.546  0.000
H -3.763 2.614 5.034  0.000
H -3.209 1.801 3.554  0.000
C 0.995 3.916 -0.563  0.000
Cl 2.380 4.773 0.091  0.000
Cl -0.004 4.925 -1.621  0.000
H 1.381 3.076 -1.126  0.000
H 0.348 3.575 0.235  0.000
C 0.409 3.296 4.790  0.000
Cl -0.699 1.934 4.986  0.000
Cl 2.098 2.837 5.017  0.000
H 0.368 3.657 3.770  0.000
H 0.119 4.097 5.457  0.000

=====

(6)
This record from OMol25 describes C3H8AgNO7S3 as an isolated structure at a distorted geometry. The level of theory is wB97M-V/def2-TZVPD.

Output
total energy: -2041.4063 Eh
multiplicity: 2
net charge: +1
orbital gap (spin up / spin down): 6.750 / 4.041 eV
HOMO (spin up / spin down): -12.93 / -12.92 eV

Last column: Mulliken spin population.
Cartesian coordinates (Å):
O 3.607 -0.108 2.491  0.033
S 2.552 0.256 1.375  -0.020
O 1.558 1.253 2.080  0.016
N 1.710 -1.172 0.797  0.575
S 1.516 -1.132 -0.946  -0.092
O 0.992 -2.512 -1.476  0.045
O 2.977 -1.004 -1.530  0.448
C 0.555 0.341 -1.593  -0.002
C -1.072 0.250 -1.397  -0.003
C -1.618 0.695 0.084  0.001
S -2.978 -0.474 0.742  0.001
O -3.554 -0.021 2.106  0.000
O -4.158 -0.332 -0.293  0.000
O -2.421 -2.089 0.779  0.000
H 3.251 0.961 0.377  -0.001
H 1.049 1.305 -1.149  0.000
H 0.741 0.367 -2.772  0.003
H -1.495 -0.815 -1.731  0.001
H -1.545 1.020 -2.177  0.000
H -2.155 1.740 -0.033  0.000
H -0.789 0.782 0.908  -0.003
H -1.565 -2.153 0.228  -0.001
Ag 2.842 2.842 3.129  -0.001